(1)
{"formula": "C3Br4", "method": "ωB97M-V with the def2-TZVPD basis set", "charge": 0, "e_above_lowest_kj_mol": 144.4, "species": ["C", "C", "C", "Br", "Br", "Br", "Br"], "xyz": [[0.197, 0.606, 0.021], [1.002, -0.405, -0.029], [-1.058, -0.155, 0.009], [0.385, 2.534, 0.087], [2.455, -1.453, -0.090], [-1.835, -0.806, 1.590], [-1.949, -0.581, -1.594]], "nbo_charge": [-0.246, -0.081, -0.237, -0.005, 0.264, 0.153, 0.151]}

(2)
{"formula": "C3Cl3F2N", "method": "ωB97M-V with the def2-TZVPD basis set", "charge": 0, "e_above_lowest_kj_mol": 335.6, "species": ["C", "C", "C", "N", "F", "F", "Cl", "Cl", "Cl"], "xyz": [[-0.713, -1.246, 2.283], [-0.574, 0.094, -0.906], [0.777, 0.672, -0.681], [-0.663, -1.554, 3.383], [0.750, 1.632, 0.210], [1.296, 1.282, -1.791], [-1.889, 1.099, -0.636], [-0.863, -1.339, -1.652], [1.879, -0.640, -0.211]], "nbo_charge": [-0.059, -0.026, 0.557, -0.578, -0.269, -0.302, 0.290, 0.327, 0.061]}

(3)
{"formula": "C3Cl3O", "method": "ωB97M-V with the def2-TZVPD basis set", "charge": 1, "e_above_lowest_kj_mol": 173.9, "species": ["C", "C", "C", "O", "Cl", "Cl", "Cl"], "xyz": [[-0.725, 0.802, -0.096], [1.233, 0.129, 0.107], [-0.720, -0.551, -0.098], [0.625, -1.031, -0.059], [-1.541, 2.169, 0.015], [2.815, 0.320, 0.004], [-1.958, -1.664, 0.038]], "nbo_charge": [-0.036, 0.393, 0.126, -0.401, 0.342, 0.355, 0.221]}

(4)
{"formula": "C3ClF2N", "method": "ωB97M-V with the def2-TZVPD basis set", "charge": 0, "e_above_lowest_kj_mol": 35.1, "species": ["C", "C", "C", "N", "F", "F", "Cl"], "xyz": [[-0.642, -0.239, 1.310], [0.015, 0.399, 0.224], [0.238, -0.252, -1.017], [-1.302, -0.594, 2.165], [1.034, 0.274, -1.936], [-0.061, -1.494, -1.289], [0.718, 1.906, 0.544]], "nbo_charge": [0.225, -0.345, 0.814, -0.251, -0.279, -0.265, 0.103]}